Here is C74H157F18N27O40S18 as an isolated structure in a non-equilibrium geometry from the Open Molecules 2025 dataset. Energies are from wB97M-V/def2-TZVPD.

Its calculated total energy is -445346.5349 eV. The gap between HOMO and LUMO is 9.03 eV. The charge is +2.

```
334
Properties=species:S:1:pos:R:3:forces:R:3
C -8.026673 -7.242414 0.380945 0.67 1.13 1.19
C -6.575011 -7.151183 0.005719 0.24 -2.05 -1.72
N -5.742060 -8.458094 0.266980 0.30 -0.52 0.01
C -6.317162 -9.672150 -0.451526 -2.07 1.42 -0.35
C -4.317040 -8.193972 -0.313633 -0.60 0.05 1.23
C -3.555469 -7.162952 0.480435 -0.84 0.69 -0.03
C -5.797111 -8.790196 1.761525 -0.79 0.85 -0.24
C -4.955736 -9.951390 2.269664 -0.57 -0.09 -0.62
O -3.618434 -9.662636 2.218622 0.11 1.65 -0.58
C -2.795468 -10.600188 2.812423 0.14 -0.61 0.15
H -8.362982 -6.205729 0.180004 -0.32 -0.59 0.47
H -8.103454 -7.497036 1.463437 -0.46 0.49 -0.81
H -8.604075 -7.907507 -0.222563 -0.28 -0.50 -0.37
H -6.057377 -6.332209 0.431200 0.33 0.46 1.11
H -6.449534 -6.974962 -1.071296 -0.21 -0.34 0.23
H -6.407977 -9.443723 -1.502073 -0.02 0.44 -0.37
H -7.354874 -9.893135 -0.077532 1.10 0.36 -0.16
H -5.762841 -10.575259 -0.440592 1.08 -0.46 0.73
H -4.465370 -7.844999 -1.296147 -0.50 0.33 -1.10
H -3.880712 -9.154218 -0.405314 0.74 -0.89 0.27
H -2.713268 -6.735909 -0.063830 0.35 -0.78 0.04
H -3.325570 -7.484686 1.494766 0.33 0.18 -0.24
H -4.205161 -6.282728 0.484166 0.04 0.10 0.56
H -6.882752 -9.008509 1.919038 1.03 -0.01 0.12
H -5.583327 -7.841924 2.280866 0.13 -0.46 -0.01
H -5.118104 -10.843782 1.639432 -0.44 -0.08 0.47
H -5.252176 -10.119985 3.309992 -0.34 -0.28 -0.01
H -3.029728 -11.601685 2.421381 0.63 0.05 -0.33
H -2.988293 -10.691536 3.874127 0.03 0.27 0.59
H -1.802762 -10.199024 2.629136 0.26 -0.70 0.06
C 3.608683 -7.350516 -0.806198 -2.08 -0.36 -0.35
C 3.237037 -6.047186 -1.496273 -1.04 -0.68 0.43
N 2.099528 -6.211561 -2.471632 1.18 2.74 -0.92
C 1.818333 -4.778348 -3.104433 0.22 -1.43 2.39
C 2.525103 -7.017317 -3.649251 -0.28 0.62 -0.67
C 3.902229 -6.725182 -4.317825 -1.79 -1.02 0.37
C 0.880102 -6.745482 -1.820535 0.16 -0.19 0.27
C 0.438020 -6.018950 -0.573980 -0.93 0.74 0.03
O 0.186820 -4.615104 -0.801517 0.03 -0.95 -0.09
C -0.972670 -4.467965 -1.586103 -1.45 0.81 0.05
H 2.811761 -7.844939 -0.138149 1.33 1.03 -0.97
H 4.469370 -7.092175 -0.283043 1.41 0.10 1.53
H 3.938919 -8.036910 -1.553365 0.14 -0.88 -0.44
H 4.077910 -5.623089 -2.031919 0.04 0.20 0.07
H 2.848209 -5.376128 -0.745574 0.20 0.60 0.05
H 1.816722 -4.083405 -2.288027 -0.73 0.25 0.45
H 0.907214 -4.811110 -3.666363 -0.28 -0.02 -0.31
H 2.684064 -4.488364 -3.612245 1.16 -0.07 -1.43
H 1.685322 -6.911350 -4.372972 0.63 -0.35 0.41
H 2.573605 -8.008512 -3.266611 -0.12 -1.05 -0.13
H 4.687855 -7.088800 -3.700041 0.77 -0.13 0.45
H 4.141082 -5.776901 -4.738673 -0.19 0.98 0.09
H 3.801979 -7.394405 -5.151595 0.44 -0.43 -0.61
H 0.972463 -7.805302 -1.555463 0.31 0.17 -0.32
H 0.142722 -6.659363 -2.581003 -0.85 -0.30 -0.48
H 1.082627 -6.129250 0.305486 -0.15 0.10 -0.35
H -0.551509 -6.438695 -0.353118 0.39 -0.42 0.38
H -0.990126 -3.424324 -1.915331 -0.15 -0.04 0.22
H -1.950809 -4.690383 -1.030335 1.47 0.18 -0.39
H -1.020415 -5.035063 -2.520752 0.24 -0.38 0.20
C 3.852746 9.703816 -6.265568 -1.93 -0.81 -1.91
C 2.547416 10.056732 -5.535757 -0.74 -0.16 0.06
N 2.482491 9.471535 -4.116205 0.83 -0.99 0.30
C 3.641177 10.001564 -3.320992 -0.19 -0.06 -0.35
C 1.213506 9.844368 -3.338180 -0.39 0.03 -2.03
C 1.102500 11.345109 -3.147839 0.31 -0.62 2.91
C 2.576200 7.895775 -4.041180 1.32 1.05 0.29
C 1.640240 7.109948 -4.861329 -1.79 0.86 -0.80
O 0.242748 7.188987 -4.632017 -0.03 -0.79 0.63
C -0.157225 6.621826 -3.357478 -0.55 -0.40 -0.67
H 3.918567 10.152269 -7.292712 -0.60 -0.23 0.90
H 3.920465 8.619006 -6.433586 0.14 0.42 0.24
H 4.709181 10.063691 -5.801257 1.47 0.47 1.18
H 1.613091 9.698731 -6.013113 0.74 -0.04 -0.08
H 2.409238 11.149454 -5.466700 0.29 -0.54 0.25
H 3.652672 11.069571 -3.455879 -0.05 0.41 0.19
H 4.606424 9.642681 -3.674460 -0.27 -0.50 0.14
H 3.414166 9.737873 -2.297388 0.48 -0.02 0.31
H 1.212741 9.232553 -2.454582 0.25 0.17 0.71
H 0.399381 9.429244 -3.947870 0.11 0.31 0.03
H 0.091433 11.602632 -2.788933 0.46 -0.13 -0.17
H 1.305668 11.881622 -4.027380 0.12 0.74 -1.09
H 1.842404 11.650407 -2.339546 -1.06 -0.06 -1.00
H 2.533213 7.662830 -2.969038 -0.11 0.16 -0.20
H 3.570991 7.535996 -4.396382 -0.42 0.93 0.37
H 2.037033 6.132433 -4.848354 0.12 -1.70 0.41
H 1.707736 7.376161 -5.895480 0.33 0.45 -0.80
H -1.298075 6.544092 -3.323289 1.71 -0.07 -0.26
H 0.152985 7.333120 -2.624652 0.01 0.14 0.96
H 0.361811 5.637260 -3.157567 -0.72 0.87 -0.35
C -3.730696 -0.154204 6.551499 -0.25 -0.37 0.57
C -5.112199 0.166727 7.088137 -0.34 -0.39 0.78
N -6.347189 -0.437819 6.451047 1.31 0.07 -0.46
C -6.142408 -0.417394 5.001205 -1.04 -0.19 -1.15
C -6.432114 -1.851217 6.973338 -1.34 0.25 -0.58
C -7.338526 -2.785498 6.131088 1.61 -0.90 1.55
C -7.546058 0.352263 6.812139 0.68 0.96 0.10
C -7.898876 1.566218 5.950198 -0.61 -0.50 -0.06
O -8.565065 1.047840 4.814963 -0.55 0.32 -0.27
C -8.475328 1.895650 3.690018 0.13 0.43 -1.53
H -3.323849 -1.138272 6.766786 -0.45 -0.33 0.27
H -3.060096 0.527453 7.038531 0.33 0.52 0.20
H -3.619104 -0.026237 5.515498 0.04 0.49 -1.31
H -5.379639 1.204643 7.011093 0.68 0.74 0.28
H -5.140780 -0.190053 8.129437 -0.20 0.60 -0.13
H -5.456650 -1.182548 4.738803 0.50 -0.87 -0.24
H -5.689309 0.506944 4.693917 -0.08 0.57 -0.05
H -7.113033 -0.559886 4.484831 0.82 0.05 0.32
H -6.754623 -1.756206 8.001810 -0.17 -0.08 0.29
H -5.396626 -2.073985 6.985164 0.82 -1.21 -0.14
H -7.033332 -3.857414 6.400764 -0.63 1.50 -0.46
H -7.095811 -2.614946 5.102449 -0.20 -0.31 -0.62
H -8.390514 -2.632015 6.345611 -0.08 -0.03 -0.08
H -7.428797 0.531233 7.854601 -0.19 0.54 0.88
H -8.276011 -0.353416 6.672561 -2.40 -1.39 -0.12
H -6.996058 2.053575 5.639838 0.57 0.72 -0.14
H -8.598485 2.291321 6.419492 0.73 -0.46 0.35
H -8.963714 2.892953 3.686505 -0.17 -0.54 0.92
H -8.892071 1.399732 2.790464 0.15 -0.15 0.76
H -7.431546 2.111485 3.474301 0.31 -0.06 -0.05
C 6.140943 0.581723 -4.984188 0.30 0.45 0.82
C 5.982274 1.578960 -3.753342 0.56 -0.40 -3.49
N 7.296654 1.968513 -3.341683 2.27 0.17 2.02
C 7.811649 1.425784 -2.161928 -2.55 -1.68 -0.84
C 8.893851 2.076281 -1.847146 3.38 1.60 1.64
N 9.126530 3.065237 -2.827587 0.71 -1.06 1.65
C 8.151185 2.929961 -3.690800 -1.35 1.36 -0.87
C 10.201659 4.085106 -2.803157 0.06 -0.10 2.62
H 5.245573 0.483679 -5.590502 -0.25 0.06 0.22
H 6.465604 -0.426717 -4.659115 -0.21 0.62 0.03
H 6.927436 0.992890 -5.631154 -0.20 -0.11 0.07
H 5.541963 1.144942 -2.912172 -0.90 -0.68 1.06
H 5.482977 2.491993 -4.029446 -0.56 0.19 -0.28
H 7.275170 0.577333 -1.727915 0.45 0.42 0.04
H 9.545683 1.962875 -0.957799 -0.48 0.11 -1.00
H 7.971137 3.740728 -4.367020 -0.20 -0.19 -0.86
H 11.203306 3.659883 -2.909232 -0.40 -0.14 -0.56
H 10.258506 4.616163 -1.789319 -0.55 -1.04 -1.13
H 9.970947 4.873772 -3.462149 -0.14 0.57 -1.24
C 1.319131 -5.558450 7.216693 -1.05 0.51 -0.26
C 0.887579 -4.532691 6.117103 -1.32 -0.35 0.86
N 2.057567 -3.864684 5.612538 0.63 0.46 -0.92
C 2.971735 -3.104203 6.274718 -1.08 -0.29 0.84
C 3.987881 -2.821169 5.493190 1.12 -0.13 -1.24
N 3.695317 -3.420014 4.276194 1.54 0.61 -0.70
C 2.520856 -3.976666 4.383219 -0.58 -1.41 -0.28
C 4.521371 -3.356335 3.038537 -0.01 0.47 1.08
H 1.889959 -5.003701 7.947171 0.63 -0.23 0.19
H 1.848953 -6.374045 6.709098 0.21 0.40 0.38
H 0.495276 -6.011804 7.803410 0.08 0.42 -0.70
H 0.134167 -3.737963 6.363562 0.69 -0.82 0.37
H 0.448125 -5.085505 5.298150 -0.03 -0.05 -0.38
H 2.781323 -2.718811 7.206785 -0.31 0.46 2.10
H 4.889939 -2.310920 5.756030 0.20 0.28 -0.40
H 2.047733 -4.584282 3.652451 -0.32 -0.25 -0.64
H 4.604305 -2.295198 2.810466 0.03 -0.11 -0.41
H 4.047361 -3.927900 2.261953 -0.37 -0.02 -0.30
H 5.518312 -3.776466 3.195100 -0.24 0.04 0.29
C -4.983496 2.137580 -2.294911 0.56 -2.22 -1.44
C -4.111865 1.379196 -1.200858 -0.48 1.60 -2.00
N -4.587731 0.025712 -1.078970 0.08 0.28 1.16
C -5.746322 -0.334749 -0.399470 0.57 -2.04 -2.08
C -5.908480 -1.654606 -0.690205 0.78 0.54 -0.09
N -4.803532 -2.083280 -1.389160 0.17 -0.71 0.10
C -4.012345 -1.057091 -1.600817 1.28 0.35 -1.41
C -4.440148 -3.482112 -1.628385 -0.08 -0.59 -0.83
H -4.658430 3.135759 -2.637197 -0.17 -0.36 0.84
H -6.059046 2.044635 -2.100359 0.29 0.58 0.36
H -4.880101 1.486524 -3.238026 0.00 0.87 1.14
H -4.092748 1.920358 -0.278266 -0.23 -0.11 0.77
H -3.098569 1.346758 -1.570789 0.38 -0.18 -0.09
H -6.450872 0.282468 0.065924 -0.36 1.14 0.54
H -6.695640 -2.328097 -0.562322 -0.93 -0.68 0.70
H -3.098580 -1.143079 -2.279636 -1.31 0.57 1.25
H -5.348708 -4.037007 -1.741770 -0.57 -0.34 0.14
H -3.867985 -3.918127 -0.828488 -0.03 0.28 0.67
H -3.879880 -3.721060 -2.545257 -0.14 0.99 0.02
C 3.641987 2.690560 -7.778766 -0.91 0.52 -0.54
C 2.126114 2.654646 -8.098798 0.20 -0.30 -0.36
N 1.666588 1.263879 -8.516069 -0.01 -0.60 -0.37
C 2.277743 0.427979 -9.457377 -0.34 -0.49 0.91
C 1.552022 -0.738597 -9.453040 0.56 2.26 -0.21
N 0.492148 -0.575257 -8.612639 -0.62 -2.30 0.75
C 0.582857 0.586689 -8.026630 1.99 2.41 0.33
C -0.524440 -1.659182 -8.291620 -0.92 1.25 -1.59
H 4.194709 2.563796 -8.694082 0.26 -0.53 -0.50
H 3.851857 1.865892 -7.094749 0.35 0.56 0.26
H 3.973033 3.722023 -7.497637 -0.55 -1.07 0.58
H 1.891008 3.364838 -8.921818 -0.05 -0.59 0.54
H 1.529792 2.887607 -7.216612 0.02 0.10 -0.06
H 3.227773 0.607660 -9.965618 -0.65 0.31 0.24
H 1.659623 -1.541496 -10.101427 0.08 -1.43 -0.73
H 0.102396 0.980662 -7.151092 -0.68 -0.28 -0.07
H -0.514908 -2.388282 -9.144040 -0.09 0.90 0.70
H -1.494704 -1.065973 -8.281133 1.01 -1.31 0.16
H -0.358360 -2.211461 -7.372382 0.32 0.53 0.15
C -0.301595 4.007728 5.274246 1.49 -1.01 -1.86
C 0.536343 5.267611 5.314550 -0.04 0.18 -0.13
N -0.331586 6.446605 5.038821 -1.40 -0.44 -0.60
C -0.081983 7.791002 5.104197 0.19 -0.05 -0.60
C -1.140675 8.438971 4.545828 0.48 -1.34 0.81
N -2.066125 7.480612 4.205215 0.18 0.57 0.50
C -1.568990 6.301642 4.515616 2.07 0.98 0.40
C -3.472994 7.641553 3.876549 -0.34 -1.09 -0.86
H -0.673247 3.746943 4.254491 -0.17 0.76 0.64
H -1.083511 3.939245 5.990625 -0.55 -0.02 0.59
H 0.404557 3.175075 5.349432 -0.10 0.08 0.73
H 1.329689 5.224328 4.543060 -0.42 0.20 0.48
H 0.996711 5.396091 6.304292 -0.11 0.11 -0.36
H 0.871660 8.144346 5.425265 0.20 0.26 0.19
H -1.320296 9.458056 4.490854 -0.35 1.56 -0.30
H -2.034709 5.406245 4.290902 -0.80 -1.52 -0.24
H -3.987766 8.230041 4.613111 0.00 0.56 0.21
H -3.862842 6.614687 3.990038 -0.19 0.69 -0.31
H -3.633589 7.995151 2.837461 0.20 -0.14 0.77
C 8.240884 3.640158 2.185455 -3.72 0.69 -0.03
C 7.195341 4.846021 2.282280 -0.60 -2.76 -0.63
N 5.943364 4.249652 1.721338 -2.41 -0.76 -0.62
C 5.497936 2.993412 2.080079 0.17 -0.17 0.29
C 4.300937 2.738448 1.512858 0.09 -0.51 -0.54
N 3.968532 3.849931 0.788860 2.59 0.52 1.32
C 4.973642 4.721098 0.892648 1.19 1.46 0.90
C 3.009870 3.888899 -0.226064 -2.32 0.82 -1.08
H 8.123498 3.216690 1.216893 0.10 -0.25 -1.03
H 7.979360 2.830752 2.868648 0.30 0.44 0.30
H 9.183320 3.979692 2.301594 3.15 0.97 0.65
H 7.352178 5.700763 1.659210 0.74 0.56 -0.06
H 6.966976 5.071981 3.311276 0.16 0.48 0.24
H 6.089080 2.382908 2.704767 0.12 -0.57 0.49
H 3.763432 1.820299 1.301973 0.06 0.21 0.81
H 5.022038 5.730081 0.483540 -0.31 -0.39 -0.08
H 2.786483 4.971439 -0.433723 0.28 -1.12 -0.32
H 2.050659 3.440526 0.117079 0.70 0.13 -0.14
H 3.423721 3.297481 -1.045918 -0.50 0.40 -0.38
C -0.778646 -1.587386 -0.028393 1.24 -0.26 2.11
C -0.295764 -0.679863 1.153537 0.57 -0.40 -0.36
N -0.680965 0.694456 0.810738 -0.55 2.33 0.99
C -1.106764 1.665828 1.753821 0.50 -0.71 -1.33
C -1.220215 2.849295 1.056982 -0.47 0.70 2.72
N -0.891597 2.607855 -0.219911 0.27 -0.22 -3.43
C -0.571343 1.323502 -0.371493 0.51 -1.58 0.51
C -1.088084 3.542872 -1.433567 0.50 -1.10 1.26
H -1.798443 -1.400059 -0.275031 -0.74 0.52 -0.10
H -0.747111 -2.645434 0.241774 0.34 0.23 0.13
H -0.111309 -1.400393 -0.836190 0.30 -0.08 -0.81
H 0.810269 -0.656547 1.411110 -1.11 -0.30 -1.03
H -0.713643 -0.938819 2.125984 -0.58 0.12 -0.22
H -1.179596 1.348959 2.788405 -0.18 0.55 -0.26
H -1.423785 3.874942 1.451858 0.02 -1.15 -0.66
H -0.190655 0.795181 -1.252497 -0.39 0.73 0.29
H -0.363233 3.303995 -2.249602 -0.33 0.53 1.18
H -1.030636 4.511150 -0.938340 0.10 0.19 -0.87
H -2.065765 3.339948 -1.859687 -0.25 0.14 0.23
N 0.892562 7.026714 1.992195 -0.11 -0.36 1.02
S 0.276585 7.196766 0.591107 -1.11 -0.05 -2.27
O -0.555577 6.059834 0.265529 0.24 1.06 0.84
O 1.122348 7.615494 -0.507671 -0.17 0.29 1.10
F -0.754985 8.472199 0.787199 1.04 -1.44 -0.03
S 2.305594 7.586603 2.395471 -0.94 1.78 -1.74
O 3.294697 7.305803 1.435245 1.31 -0.59 -0.76
O 2.599147 7.385503 3.758274 -0.34 0.16 0.87
F 2.020154 9.171083 2.114667 0.37 -0.89 0.96
N -0.348518 0.963702 -3.801672 -1.44 -2.63 0.36
S -0.542357 -0.595942 -4.198893 -0.53 1.86 0.93
O 0.123742 -0.922175 -5.391761 0.74 -0.72 -1.47
O -1.926358 -0.949783 -4.082480 0.55 0.14 0.56
F 0.229386 -1.416531 -3.082503 -0.31 0.30 -0.18
S 0.970563 1.735659 -4.020178 0.10 1.89 -0.90
O 0.587871 3.090358 -4.378844 0.85 -1.06 -0.01
O 1.998554 1.045457 -4.742572 -0.11 0.50 0.42
F 1.477398 1.930186 -2.536761 0.42 -0.22 -0.13
N -4.793963 -3.239041 3.279457 -0.08 -0.02 -0.16
S -5.985944 -3.793646 2.373916 0.59 1.60 3.01
O -6.730591 -4.789577 3.085182 0.37 0.42 -0.66
O -5.609161 -3.981325 1.020676 -0.49 -0.21 -1.12
F -7.019981 -2.480010 2.436925 0.83 -1.19 -0.63
S -3.541682 -2.444518 2.634167 -3.49 -0.81 -0.60
O -3.968236 -1.586363 1.580207 0.04 1.39 0.10
O -2.460014 -3.259013 2.326801 2.45 -1.54 0.09
F -3.132621 -1.606137 3.889490 -0.04 0.23 -0.07
N 0.815357 -8.043812 3.808216 -0.54 0.37 -0.29
S -0.127609 -7.287083 2.800181 -0.95 0.00 1.98
O -0.649711 -8.106426 1.739708 0.43 0.60 0.36
O 0.220664 -5.912728 2.580581 0.70 0.08 -0.81
F -1.446931 -7.021239 3.767107 1.20 -0.97 -0.71
S 2.408418 -8.028652 3.770156 -2.67 2.16 2.95
O 2.968373 -7.121291 4.767645 -0.39 -1.29 -1.22
O 2.891382 -7.984642 2.466254 1.61 0.01 -2.62
F 2.586755 -9.450387 4.309777 0.72 -0.71 0.38
N 3.270433 0.304820 4.286432 -0.50 -1.17 -0.17
S 1.695199 0.269268 4.326140 1.61 4.27 0.33
O 1.268440 -1.040358 4.556138 -1.24 -1.90 -0.29
O 1.140604 1.174019 3.343781 -0.07 -1.44 -0.01
F 1.240110 1.085951 5.662525 0.53 -0.90 -0.27
S 4.192512 1.335818 4.989007 -3.02 -0.61 -0.04
O 3.669603 2.623058 4.981520 -0.94 3.28 -0.28
O 5.514959 1.145553 4.630826 3.28 -0.96 -0.64
F 4.017406 0.941689 6.471673 0.53 -0.79 1.36
N 5.753269 6.870227 -4.128995 0.14 -1.26 2.02
S 5.761362 6.201086 -2.648097 0.96 1.67 -0.86
O 5.728271 7.161817 -1.560639 -0.40 -1.08 -1.79
O 6.689952 5.121110 -2.558921 0.23 -0.60 0.36
F 4.360221 5.511582 -2.699951 -0.82 -0.34 0.61
S 6.070325 5.891796 -5.376062 -0.66 0.94 -0.55
O 5.189310 4.816850 -5.756315 0.06 0.10 1.27
O 7.456411 5.665446 -5.631904 0.07 0.15 0.33
F 5.554427 7.033803 -6.323068 0.53 0.18 -1.22
N -3.494370 4.201574 3.174719 0.04 1.71 -1.06
S -4.257114 4.961285 1.972087 1.22 -2.85 0.26
O -3.266742 5.749630 1.360697 0.32 0.90 -0.65
O -5.538308 5.405584 2.302724 -1.61 0.94 0.40
F -4.542924 3.773115 0.903031 0.31 0.58 0.62
S -4.063769 3.123268 4.091212 1.36 -2.53 0.61
O -2.930162 2.582454 4.849189 -2.27 0.82 -0.64
O -4.987792 2.250129 3.450726 -0.06 -1.12 -0.67
F -5.072953 3.743545 5.118741 0.39 1.18 0.97
N -4.026878 -8.522465 -3.582408 -0.03 -0.14 -0.57
S -2.493549 -8.798328 -3.819186 1.19 2.07 2.25
O -2.120390 -10.041872 -3.245190 -0.26 -0.22 -0.01
O -1.669202 -7.632508 -3.457790 -0.88 -1.52 -0.81
F -2.305840 -8.983392 -5.338595 -0.08 0.12 -1.00
S -4.748330 -7.188689 -4.029717 0.61 -0.38 0.94
O -3.857959 -6.167203 -4.515048 -1.18 -0.49 -0.25
O -5.703760 -6.857495 -3.001130 0.19 0.32 -0.57
F -5.672313 -7.727725 -5.195148 0.54 0.56 -0.04
N 4.123590 -1.752507 -1.041191 1.97 -2.47 -1.29
S 3.664381 -0.348356 -0.695349 -1.65 2.70 1.00
O 2.278114 -0.223170 -1.069593 0.69 -0.27 0.79
O 4.462402 0.837597 -0.982235 -0.10 -1.77 0.58
F 3.661366 -0.457654 0.977699 0.03 0.35 -1.84
S 5.573021 -2.295710 -1.416793 3.12 2.22 1.04
O 6.514348 -1.370268 -2.024542 -1.55 0.39 0.76
O 5.690782 -3.561187 -2.024437 -1.85 -1.44 0.17
F 6.224450 -2.496350 0.083677 -0.97 0.06 -1.17
```
Forces are in eV/Å.